A molecular structure, C3H6N2O. Source: the Open Molecules 2025 dataset; level of theory: ωB97M-V/def2-TZVPD.

Last column: Löwdin charge in e.
Atoms and positions in Å:
C  -1.6194  0.9069  -0.7494  0.05
N  -0.2155  -0.7538  -0.5199  0.16
C  0.6769  -0.4113  0.4146  -0.56
N  0.9042  0.4661  1.3184  0.11
C  1.8880  -1.3951  0.3550  -0.20
O  2.4583  -1.7789  -0.6226  0.08
H  -2.2405  1.2217  0.0949  0.06
H  -2.2138  0.6751  -1.6360  0.07
H  -0.8228  1.6094  -0.9678  0.06
H  -1.3055  -0.2213  -0.3628  0.00
H  0.2529  1.2463  1.2868  0.03
H  2.2372  -1.5650  1.3889  0.12

Atomic forces in eV per Å
C 0.069 0.371 -0.148
N 0.004 0.373 0.019
C -0.292 0.115 -0.339
N -0.058 0.064 -0.140
C 0.321 -0.149 -0.316
O -0.433 0.168 0.424
H 0.216 -0.154 -0.054
H 0.254 -0.137 0.198
H 0.009 -0.173 0.075
H 0.075 -0.362 0.284
H -0.170 -0.051 0.040
H 0.005 -0.067 -0.042

Properties
Frontier orbital gap: 8.09 eV
Max |F|: 0.63 eV Å⁻¹
Lowest unoccupied orbital energy: -1.35 eV
Relative energy (zero: lowest compared OMol25 entry of this formula, charge and spin): 5.663 eV